(1)
Formula: C15H19ClN4O2
Source: the OMol25 dataset
Level of theory: the ωB97M-V functional and the def2-TZVPD basis

Each line ends with the Löwdin charge.
Positions of all 41 atoms, in Å:
O  -1.589  -0.099  2.532  -0.07
C  -0.609  0.845  2.856  -0.26
H  -0.964  1.866  2.638  0.12
C  0.741  0.679  2.141  -0.17
N  1.200  -0.690  1.983  -0.17
C  1.066  -1.556  3.140  -0.15
C  1.205  -3.017  2.666  -0.14
N  2.080  -3.164  1.510  -0.16
C  3.114  -2.154  1.516  -0.15
C  2.568  -0.712  1.492  -0.18
H  3.223  -0.064  2.105  0.12
H  2.566  -0.317  0.472  0.10
H  3.773  -2.319  0.662  0.12
H  3.694  -2.316  2.429  0.12
C  1.412  -3.358  0.240  -0.09
C  0.542  -2.224  -0.189  -0.31
N  0.852  -1.252  -0.994  0.21
C  -0.267  -0.473  -0.987  -0.30
N  -1.217  -0.968  -0.231  0.13
O  -0.704  -2.119  0.276  0.05
C  -0.372  0.776  -1.715  -0.16
C  -1.532  1.543  -1.622  -0.04
C  -1.604  2.738  -2.314  -0.66
C  -0.544  3.181  -3.093  -0.10
C  0.604  2.411  -3.178  -0.07
C  0.697  1.213  -2.494  -0.02
H  1.584  0.602  -2.550  0.11
H  1.430  2.752  -3.783  0.11
H  -0.621  4.116  -3.624  0.10
Cl  -3.037  3.697  -2.205  0.68
H  -2.356  1.196  -1.019  0.11
H  0.796  -4.260  0.318  0.13
H  2.176  -3.508  -0.525  0.13
H  0.222  -3.415  2.415  0.12
H  1.622  -3.622  3.480  0.12
H  1.825  -1.323  3.907  0.13
H  0.078  -1.424  3.575  0.11
H  0.669  1.098  1.129  0.11
H  1.477  1.290  2.697  0.12
H  -0.474  0.766  3.939  0.11
H  -1.648  -0.200  1.570  0.04

Atoms 1-3, force components in eV/Å:
O -0.291 -0.267 -0.222
C 0.313 0.292 0.065
H 0.127 -0.092 0.143

structure (SMILES) = OCCN1CCN(Cc2nc(-c3cccc(Cl)c3)no2)CC1
molecular weight = 322.8 u
max |F| = 1.17 eV/A
relative energy (zero: lowest compared OMol25 entry of this formula, charge and spin) = 0.00 kJ/mol
Kohn-Sham gap = 8.8 eV



(2)
Formula: C15H19F3N2O2
Source: the OMol25 dataset
Level of theory: the ωB97M-V functional and the def2-TZVPD basis

Each line ends with the Löwdin charge.
Positions of all 41 atoms, in Å:
C  -1.536  1.675  4.206  -0.11
C  -1.758  1.246  2.762  -0.25
C  -1.255  2.310  1.779  -0.12
C  -1.471  1.850  0.350  -0.47
O  -2.405  2.200  -0.331  0.09
N  -0.514  0.961  -0.056  0.14
C  -0.361  0.345  -1.293  -0.13
C  -1.048  0.741  -2.431  0.07
C  -0.759  0.138  -3.647  -0.12
C  0.212  -0.849  -3.746  -0.01
C  0.881  -1.260  -2.608  0.00
C  0.590  -0.695  -1.374  -0.17
N  1.231  -1.068  -0.182  -0.13
C  0.457  -1.853  0.763  -0.12
C  1.184  -1.785  2.126  -0.18
H  0.507  -1.483  2.927  0.12
O  2.200  -0.812  2.092  -0.14
C  3.210  -1.145  1.166  -0.17
H  3.839  -0.256  1.099  0.12
C  2.606  -1.510  -0.212  -0.14
H  2.687  -2.595  -0.388  0.12
H  3.135  -0.986  -1.008  0.13
H  3.813  -1.981  1.551  0.12
H  1.612  -2.765  2.382  0.12
H  0.375  -2.901  0.430  0.13
H  -0.553  -1.445  0.828  0.12
H  1.625  -2.038  -2.679  0.11
H  0.435  -1.296  -4.702  0.12
C  -1.519  0.540  -4.876  -0.59
F  -0.768  0.479  -5.991  0.13
F  -2.576  -0.267  -5.105  0.14
F  -2.005  1.786  -4.819  0.14
H  -1.785  1.525  -2.364  0.12
H  0.225  0.724  0.598  0.14
H  -1.816  3.233  1.928  0.12
H  -0.196  2.506  1.958  0.12
H  -1.235  0.304  2.582  0.09
H  -2.822  1.077  2.586  0.12
H  -2.054  2.609  4.411  0.07
H  -0.475  1.820  4.402  0.07
H  -1.912  0.918  4.890  0.07

Atoms 1-3, force components in eV/Å:
C -0.063 -0.158 -0.176
C 0.086 0.206 0.131
C -0.267 -0.135 -0.024

structure (SMILES) = CCCC(=O)Nc1cc(C(F)(F)F)ccc1N1CCOCC1
molecular weight = 316.3 u
max |F| = 0.51 eV/A
relative energy (zero: lowest compared OMol25 entry of this formula, charge and spin) = 0.00 kJ/mol
Kohn-Sham gap = 9.1 eV



(3)
Formula: C15H19F3N2O3
Source: the OMol25 dataset
Level of theory: the ωB97M-V functional and the def2-TZVPD basis

Each line ends with the Löwdin charge.
Positions of all 42 atoms, in Å:
O  -1.760  -0.994  -1.845  0.06
C  -1.463  -1.339  -0.717  -0.47
N  -2.343  -1.946  0.115  0.07
H  -2.050  -2.230  1.035  0.13
C  -3.720  -2.169  -0.250  -0.15
H  -3.806  -1.914  -1.308  0.11
C  -4.717  -1.334  0.582  -0.18
N  -4.675  0.101  0.442  -0.17
C  -3.585  0.789  1.107  -0.17
C  -3.933  2.280  1.148  -0.20
O  -4.101  2.798  -0.149  -0.13
C  -5.110  2.098  -0.840  -0.19
C  -4.806  0.600  -0.916  -0.16
H  -5.632  0.084  -1.408  0.13
H  -3.884  0.452  -1.502  0.12
H  -5.154  2.535  -1.839  0.12
H  -6.076  2.243  -0.331  0.13
H  -3.126  2.855  1.606  0.12
H  -4.859  2.415  1.728  0.13
H  -3.484  0.408  2.126  0.12
H  -2.626  0.675  0.576  0.12
H  -5.724  -1.657  0.296  0.12
H  -4.579  -1.563  1.644  0.12
H  -3.965  -3.229  -0.120  0.12
C  -0.095  -1.140  -0.154  -0.14
C  0.975  -1.132  -1.040  0.00
C  2.273  -0.952  -0.598  0.01
C  2.511  -0.759  0.756  -0.24
C  1.441  -0.732  1.649  0.01
C  0.152  -0.921  1.200  -0.03
H  -0.660  -0.865  1.910  0.11
H  1.650  -0.555  2.691  0.12
O  3.748  -0.592  1.334  -0.02
C  4.894  -0.584  0.543  -0.07
C  5.074  0.733  -0.245  -0.60
F  4.167  1.652  0.080  0.17
F  6.281  1.273  -0.022  0.14
F  4.991  0.547  -1.572  0.13
H  4.925  -1.421  -0.167  0.14
H  5.734  -0.670  1.239  0.15
H  3.071  -0.953  -1.324  0.11
H  0.774  -1.269  -2.091  0.12

Atoms 1-3, force components in eV/Å:
O 0.055 0.073 -0.267
C 0.053 -0.119 0.225
N -0.100 -0.110 0.240

structure (SMILES) = O=C(NCCN1CCOCC1)c1ccc(OCC(F)(F)F)cc1
molecular weight = 332.3 u
max |F| = 0.46 eV/A
relative energy (zero: lowest compared OMol25 entry of this formula, charge and spin) = 125.81 kJ/mol
Kohn-Sham gap = 9.0 eV



(4)
Formula: C15H19N3O4
Source: the OMol25 dataset
Level of theory: the ωB97M-V functional and the def2-TZVPD basis

Each line ends with the Löwdin charge.
Positions of all 41 atoms, in Å:
C  0.266  -0.288  0.627  -0.36
C  1.189  -1.210  -0.124  -0.40
C  -1.113  -0.980  1.065  -0.05
C  -2.242  -0.955  0.038  -0.20
C  -2.525  -1.895  -0.819  -0.02
C  -3.330  0.086  0.144  -0.10
C  -4.356  -0.533  -0.576  -0.22
C  -3.497  1.446  0.450  -0.05
C  -5.609  0.141  -0.624  -0.05
C  -4.769  1.991  0.571  -0.10
C  -5.855  1.308  -0.043  -0.13
C  3.181  0.470  0.013  -0.23
C  2.938  1.473  -0.934  -0.54
C  4.680  0.245  0.347  -0.38
C  4.828  -0.563  1.661  -0.03
H  -0.494  0.828  -1.034  0.13
H  0.971  1.042  -0.490  0.04
H  1.010  -0.048  1.424  0.14
H  -1.394  -0.392  2.062  0.16
H  -0.787  -2.029  1.220  0.11
H  -2.015  -2.748  -1.194  0.12
H  -4.210  -2.331  -1.732  0.14
H  -2.761  1.959  1.048  0.10
H  -6.440  -0.383  -1.080  0.11
H  -4.889  3.071  1.002  0.13
H  -6.884  1.665  0.058  0.11
H  3.197  -1.468  -0.637  0.11
H  2.637  1.003  0.913  0.20
H  5.108  1.242  0.459  0.15
H  5.326  -0.175  -1.459  0.10
H  5.913  -0.759  2.028  0.12
H  4.373  -0.118  2.564  0.08
H  4.308  -1.478  1.475  0.06
H  2.872  1.486  -2.947  0.15
N  0.026  0.873  -0.117  0.08
N  -3.946  -1.773  -0.928  0.07
N  2.542  -0.858  -0.240  0.14
O  0.709  -2.213  -0.650  0.06
O  2.858  2.630  -0.728  0.18
O  5.233  -0.579  -0.605  0.01
O  2.948  0.818  -2.207  0.07

Atoms 1-3, force components in eV/Å:
C -0.146 -1.796 1.027
C -0.490 -1.516 -1.608
C 2.170 1.280 0.922

structure (SMILES) = C[C@@H](O)[C@H](NC(=O)[C@@H](N)Cc1c[nH]c2ccccc12)C(=O)O
molecular weight = 305.3 u
max |F| = 6.42 eV/A
relative energy (zero: lowest compared OMol25 entry of this formula, charge and spin) = 407.90 kJ/mol
Kohn-Sham gap = 8.3 eV



(5)
Formula: C15H19N3O4
Source: the OMol25 dataset
Level of theory: the ωB97M-V functional and the def2-TZVPD basis

Each line ends with the Löwdin charge.
Positions of all 41 atoms, in Å:
C  0.574  -1.499  -1.266  -0.22
C  -0.331  -1.470  -2.580  -0.46
C  -0.433  -1.924  -0.145  -0.11
C  0.063  -1.989  1.237  -0.16
C  0.031  -3.187  1.950  -0.03
C  0.567  -0.953  2.142  -0.11
C  1.048  -1.646  3.248  -0.24
C  0.795  0.455  2.102  -0.04
C  1.655  -0.998  4.290  -0.05
C  1.288  1.079  3.226  -0.11
C  1.777  0.336  4.313  -0.11
C  -1.017  0.937  -2.076  -0.15
C  -2.541  1.267  -2.132  -0.52
C  -0.249  2.197  -2.499  -0.38
C  -0.646  3.530  -1.766  -0.01
H  2.417  -0.633  -1.211  0.13
H  1.257  0.195  -0.356  0.00
H  1.339  -2.312  -1.436  0.16
H  -0.788  -2.961  -0.381  0.14
H  -1.324  -1.385  -0.336  0.10
H  -0.406  -4.117  1.704  0.12
H  0.608  -3.573  3.955  0.17
H  0.495  1.059  1.179  0.11
H  2.002  -1.571  5.144  0.12
H  1.528  2.189  3.169  0.12
H  2.142  0.923  5.198  0.12
H  -1.498  -0.351  -3.702  0.16
H  -0.776  0.861  -0.969  0.15
H  -0.563  2.306  -3.521  0.13
H  1.429  1.193  -2.047  0.00
H  -0.490  3.416  -0.665  0.10
H  -0.083  4.374  -2.132  0.08
H  -1.658  3.656  -2.072  0.06
H  -3.969  1.760  -0.975  0.17
N  1.437  -0.293  -1.154  0.06
N  0.704  -2.973  3.128  0.07
N  -0.752  -0.248  -2.986  0.16
O  -0.568  -2.553  -3.082  0.06
O  -3.257  1.127  -3.079  0.13
O  1.156  2.023  -2.434  -0.04
O  -2.962  1.753  -0.983  0.11

Atoms 1-3, force components in eV/Å:
C 0.466 -0.907 -1.555
C 1.828 -0.977 2.314
C 0.669 -1.082 -1.182

structure (SMILES) = C[C@@H](O)[C@H](NC(=O)[C@@H](N)Cc1c[nH]c2ccccc12)C(=O)O
molecular weight = 305.3 u
max |F| = 3.65 eV/A
relative energy (zero: lowest compared OMol25 entry of this formula, charge and spin) = 185.13 kJ/mol
Kohn-Sham gap = 8.7 eV